# 1
{"formula": "C4H4N2O", "method": "ωB97M-V with the def2-TZVPD basis set", "elements": ["C", "N", "C", "H", "H", "H", "N", "C", "C", "O", "H"], "coordinates": [[0.306763, -0.619345, -1.315226], [1.181858, -1.301001, -1.894907], [1.500695, -0.752059, -0.509899], [-0.703696, -0.262331, -1.489787], [2.230629, 0.055496, -0.455401], [1.540736, -1.474572, 0.304196], [-2.694275, -0.438341, 1.532455], [-1.836471, 0.297616, 1.284198], [-0.772696, 1.260902, 0.933141], [0.293927, 1.272724, 1.483737], [-1.047472, 1.960910, 0.127493]], "forces_ev_per_a": [[0.2, -0.3, -0.3], [-0.4, 0.3, 0.1], [0.2, 0.0, 0.3], [0.1, -0.1, -0.1], [-0.2, -0.1, 0.0], [0.0, 0.1, -0.1], [0.9, 0.7, -0.3], [-0.8, -0.7, 0.3], [0.4, 0.1, 0.2], [-0.6, 0.0, -0.2], [0.0, 0.0, 0.1]], "gap_ha": 0.3487, "de_lowest_ev": 3.8378, "e_tot_ev": -9236.650, "smiles": "C1=NC1.N#CC=O", "e_lumo_ev": -1.0, "max_force_ev_per_a": 1.17}

# 2
{"formula": "C4H6O2Tl", "method": "ωB97M-V with the def2-TZVPD basis set", "elements": ["C", "O", "H", "H", "C", "C", "H", "H", "H", "C", "O", "Tl", "H"], "coordinates": [[-0.729653, 0.161794, -0.514945], [-2.038142, 0.084644, -0.980030], [-0.308486, 0.199918, -1.531738], [-2.249012, -0.829558, -1.199778], [1.291181, -1.054892, -0.547740], [1.543697, 0.127809, 0.155335], [0.687182, -1.889063, -0.172079], [1.887376, -1.326842, -1.425106], [2.239681, 0.112124, 1.004142], [0.220840, 0.772608, 0.465787], [-1.042171, 0.551182, 1.085587], [-2.064978, 1.439862, 2.606721], [0.562486, 1.650413, 1.053844]], "forces_ev_per_a": [[-1.7, 2.3, -3.6], [0.2, 1.2, 2.1], [2.0, -2.2, 0.1], [0.2, -0.2, -0.5], [1.5, -0.5, -0.5], [-3.0, -2.5, 1.1], [-1.0, 0.7, -0.5], [0.5, -0.3, 0.6], [0.9, 1.3, -1.2], [2.5, 3.5, 1.1], [-0.3, -5.2, 0.1], [-1.8, 1.4, 2.6], [0.0, 0.5, -1.4]], "gap_ha": [0.2399, 0.2398], "de_lowest_ev": 9.7784, "e_tot_ev": -13016.010, "charge": 1, "e_lumo_ev": [-6.0, -6.0], "max_force_ev_per_a": 5.19}

# 3
{"formula": "C10H12OSe", "method": "ωB97M-V with the def2-TZVPD basis set", "elements": ["C", "C", "C", "C", "C", "C", "C", "C", "C", "C", "O", "Se", "H", "H", "H", "H", "H", "H", "H", "H", "H", "H", "H", "H"], "coordinates": [[-0.765370, 3.383226, -0.587811], [-0.695319, 2.637761, -1.733901], [-1.357781, 2.838438, 0.574772], [-1.164792, 1.345134, -1.796112], [-1.856512, 1.577363, 0.531237], [-1.889376, 0.841891, -0.672557], [0.789377, -1.535898, 0.420150], [1.000635, -0.344540, 1.413713], [1.760348, -3.813851, -0.008202], [1.790549, -2.519625, 0.658279], [-0.066126, -1.546045, -0.459265], [-2.835699, -0.755589, -0.781688], [-0.424342, 4.472602, -0.426950], [-0.378231, 2.935621, -2.736877], [-1.261270, 3.316145, 1.449298], [-1.180765, 0.918834, -2.683062], [-2.069499, 1.063597, 1.493924], [1.135167, 0.541342, 0.756818], [-0.026055, -0.391253, 1.858675], [1.825236, -0.477128, 2.139286], [1.794214, -3.533661, -1.047046], [2.541900, -4.529409, 0.340656], [0.794066, -4.266489, 0.062013], [2.539644, -2.158468, 1.234649]], "forces_ev_per_a": [[-0.2, 2.4, 1.7], [0.4, -0.1, -1.5], [1.0, -1.2, -3.7], [-1.9, 1.8, 5.2], [-0.1, -1.5, 0.9], [0.7, -0.2, -0.7], [3.1, 0.1, 2.8], [-1.8, -0.4, -1.5], [1.0, -0.4, 0.5], [-3.6, -0.3, -1.8], [-1.3, 0.1, -1.4], [1.1, -0.2, 0.4], [-0.3, -1.9, -1.0], [0.5, 0.8, 0.7], [0.1, 1.9, 3.1], [0.0, -2.5, -3.8], [-0.5, 0.4, -0.9], [-0.3, -0.1, 0.8], [1.0, 0.9, 0.3], [-0.7, 0.1, -0.5], [0.5, -0.5, -0.9], [-0.5, 0.6, -0.6], [-0.8, -0.4, 0.3], [2.5, 0.4, 1.7]], "gap_ha": [0.1397, 0.1403], "de_lowest_ev": 3.2053, "e_tot_ev": -77952.877, "e_lumo_ev": [-3.0, -3.0], "max_force_ev_per_a": 5.85}

# 4
{"formula": "C4H5N3", "method": "ωB97M-V with the def2-TZVPD basis set", "elements": ["N", "C", "C", "C", "N", "C", "N", "H", "H", "H", "H", "H"], "coordinates": [[2.652636, -0.815084, 1.179826], [1.743313, -0.590447, 0.498132], [0.642871, -0.162011, -0.400003], [-0.713435, -0.959882, -0.464426], [-1.710761, -0.126433, 0.206784], [-1.157520, 0.992022, 0.450472], [0.145667, 1.162926, 0.009342], [1.074972, -0.093700, -1.402726], [-0.995144, -1.036354, -1.515292], [-0.775447, -1.973016, -0.052968], [-1.653502, 1.833283, 0.934072], [0.746346, 1.768701, 0.556790]], "forces_ev_per_a": [[-1.1, 0.2, -0.7], [0.5, -0.3, 0.6], [0.1, 0.2, 0.0], [-0.2, 0.0, 0.0], [0.1, 0.4, 0.3], [-0.2, -0.2, -0.1], [0.1, 0.1, 0.1], [0.0, -0.1, 0.2], [0.0, 0.0, -0.1], [0.6, 0.2, 0.0], [0.0, -0.2, -0.1], [0.0, -0.2, -0.2]], "gap_ha": 0.3783, "de_lowest_ev": 1.3690, "e_tot_ev": -8698.443, "smiles": "N#C[C@H]1CN=CN1", "e_lumo_ev": 0.7, "max_force_ev_per_a": 1.31}

What is the formula in the first record? C4H4N2O

Number 2 is which compound? C4H6O2Tl